1.
The following is a quantum chemistry calculation of C29H43Br2IIrN5O2S as an isolated structure, from the OMol25 dataset.

CARTESIAN COORDINATES (ANGSTROEM)
Ir  -0.294  0.727  1.259
C  -5.124  1.634  1.398
C  -4.287  2.581  0.625
N  -4.884  3.450  -0.172
C  -4.145  4.341  -0.816
C  -2.731  4.487  -0.679
C  -2.057  5.619  -1.407
O  -0.779  5.194  -1.854
C  -2.061  3.590  0.113
C  -0.661  3.822  0.489
N  0.140  2.951  0.970
C  1.390  3.439  1.476
C  2.147  4.365  0.773
C  3.289  4.900  1.355
C  3.679  4.506  2.626
C  2.947  3.551  3.319
C  1.814  3.016  2.731
I  0.649  1.624  3.771
C  -2.830  2.549  0.743
O  -2.309  1.605  1.402
H  -6.074  1.491  0.890
H  -5.341  2.082  2.375
H  -4.620  0.689  1.584
H  -4.676  5.016  -1.480
H  -1.969  6.472  -0.721
H  -2.690  5.939  -2.236
H  -0.515  5.722  -2.618
H  -0.329  4.855  0.439
H  1.838  4.673  -0.219
H  3.871  5.634  0.814
H  4.560  4.936  3.083
H  3.255  3.244  4.310
Br  -0.931  -1.909  2.036
C  -1.183  -2.143  3.989
Br  -1.932  -0.615  4.821
H  -0.203  -2.368  4.388
H  -1.870  -2.977  4.063
C  -4.187  -5.032  -2.317
C  -3.852  -3.803  -3.157
C  -4.060  -2.475  -2.428
C  -3.245  -2.337  -1.152
N  -1.798  -2.465  -1.427
C  -0.876  -1.540  -1.349
S  -1.301  0.082  -0.776
N  0.365  -1.749  -1.747
C  0.814  -2.989  -2.415
C  1.053  -4.142  -1.449
C  2.137  -3.849  -0.423
C  2.357  -5.013  0.535
H  -4.118  -5.939  -2.915
H  -5.204  -4.975  -1.925
H  -3.511  -5.162  -1.466
H  -4.474  -3.790  -4.052
H  -2.824  -3.869  -3.536
H  -5.110  -2.371  -2.146
H  -3.828  -1.639  -3.093
H  -3.494  -3.114  -0.430
H  -3.414  -1.377  -0.665
H  -1.509  -3.367  -1.786
H  1.030  -1.010  -1.584
H  1.737  -2.734  -2.935
H  0.081  -3.234  -3.186
H  1.337  -5.010  -2.050
H  0.130  -4.432  -0.935
H  1.870  -2.948  0.144
H  3.069  -3.623  -0.955
H  1.443  -5.249  1.084
H  3.136  -4.793  1.265
H  2.658  -5.911  -0.005
C  4.986  1.343  1.032
C  4.382  0.091  0.386
C  4.827  -1.175  1.139
C  4.741  0.008  -1.106
C  2.915  0.190  0.495
N  1.769  0.267  0.581
H  6.071  1.273  0.952
H  4.725  1.410  2.087
H  4.662  2.251  0.524
H  5.909  -1.261  1.040
H  4.376  -2.071  0.721
H  4.587  -1.112  2.200
H  5.826  -0.045  -1.192
H  4.400  0.887  -1.652
H  4.326  -0.889  -1.568

The calculation puts the total energy at -7502.32231 Ha. For the LUMO energy (spin up / spin down), the calculation gives -8.3 / -11.4 eV. Its charge is +3. As for the relative energy (zero: lowest compared OMol25 entry of this formula, charge and spin): 3.2 kcal/mol. The spin multiplicity is 6. Its expectation value of S² is 8.792. The orbital gap (spin up / spin down) is 0.2857 / 0.1964 hartree.

Here are the Löwdin charges for atoms 1 to 5, given in e:
1 Ir 0.814
2 C 0.021
3 C -0.182
4 N 0.170
5 C 0.023

***

2.
The following is a quantum chemistry calculation of one molecule with the formula C6H6F2, from the OMol25 dataset.

CARTESIAN COORDINATES (ANGSTROEM)
F  -2.566  1.067  -0.519
C  -2.044  0.109  0.298
F  -2.588  -1.060  -0.090
C  -0.582  0.012  -0.044
C  0.138  -1.076  -0.119
C  1.620  -0.734  -0.165
C  1.554  0.810  -0.131
C  0.306  1.206  0.098
H  -2.345  0.316  1.362
H  -0.234  -2.109  -0.338
H  2.059  -1.072  -1.125
H  2.239  -1.113  0.616
H  2.440  1.436  -0.265
H  0.002  2.207  0.422

The calculation puts the total energy at -431.91217 Ha. For the LUMO energy, the calculation gives 1.0 eV. Its charge is 0. As for the relative energy (zero: lowest compared OMol25 entry of this formula, charge and spin): 12.4 kcal/mol. The spin multiplicity is 1. Its SMILES is FC(F)C1=CCC=C1. The orbital gap is 0.3682 hartree.

Here are the natural (NBO) charges for atoms 1 to 5, given in e:
1 F -0.348
2 C 0.558
3 F -0.342
4 C -0.132
5 C -0.144

***

charge of number 2 (C6H6F2)? 0

***

What is the charge in the first record? +3